Entry 1:
132
Properties=species:S:1:pos:R:3:forces:R:3 method="wB97M-V/def2-TZVPD" largest_force_ev_per_a=5.4 total_charge=0 e_homo_ev=-7.9057
C 10.284878 -3.161719 4.731471 0.956 -1.526 -0.154
C 10.010230 -4.661108 4.771143 -1.767 -0.883 0.501
O 9.879997 -5.038069 3.380018 0.262 -4.132 3.262
C 9.746141 -3.995809 2.709728 0.489 2.403 -4.856
O 9.491005 -3.933414 1.536897 -0.401 -0.356 -0.070
O 10.165787 -2.940743 3.351191 0.051 3.189 0.682
H 11.338678 -3.091350 5.000995 -0.181 1.139 0.356
H 9.540393 -2.582216 5.277384 0.518 0.117 0.147
H 9.004784 -4.801801 5.167858 0.130 -0.391 0.377
H 10.707505 -5.327316 5.279147 0.096 0.278 -0.214
C 15.465843 -6.186328 6.591136 -2.282 0.650 -1.417
C 15.207619 -5.287764 5.356351 -0.441 -0.388 0.798
O 16.312986 -4.412173 5.433716 0.313 -0.013 -0.080
C 17.323505 -5.104071 6.022316 4.035 1.836 -2.299
O 18.506591 -4.792304 5.796271 -3.766 -1.310 1.644
O 16.863845 -6.153294 6.702845 0.394 -0.446 0.509
H 15.003780 -7.140450 6.337690 0.816 -0.454 0.451
H 14.920988 -5.764683 7.435804 0.575 -0.054 0.465
H 14.285693 -4.709586 5.418466 0.068 -0.053 0.113
H 15.189970 -5.882280 4.442925 0.280 0.191 -0.173
C 13.870599 -2.005332 -2.165505 -0.279 -0.028 -0.111
C 14.553390 -3.255958 -2.673367 -0.407 -0.671 -0.133
O 15.786534 -2.811534 -3.230614 -0.111 -0.629 0.691
C 15.827431 -1.496056 -3.114874 4.117 3.368 -1.125
O 16.871573 -0.822769 -3.319140 -4.083 -2.238 0.411
O 14.640926 -0.963270 -2.761587 0.314 -0.012 -0.404
H 13.898476 -1.752535 -1.105587 -0.279 -0.717 0.114
H 12.865924 -2.115352 -2.573681 -0.176 1.166 0.395
H 13.944924 -3.665123 -3.479876 0.187 -0.171 -0.125
H 14.649850 -4.038226 -1.920463 0.570 0.039 -0.067
C 14.922161 0.598033 8.415328 0.732 0.270 0.888
C 16.467469 0.596109 8.302497 -0.973 0.780 1.389
O 16.689731 -0.043283 7.105059 -1.827 -1.012 -2.902
C 15.515104 0.070701 6.344125 -0.110 -0.169 -3.744
O 15.377191 -0.206324 5.139949 0.903 0.486 4.292
O 14.478426 0.627865 7.051261 1.728 -0.457 0.342
H 14.637157 1.466194 9.009607 -0.517 0.003 -0.435
H 14.518579 -0.311102 8.861069 0.147 -0.008 0.163
H 16.959468 0.093163 9.135017 -0.067 -0.154 -0.152
H 16.866500 1.607233 8.221857 -0.091 0.177 0.166
C 15.035014 0.817033 1.929361 -0.352 0.492 0.738
C 15.418452 0.454362 0.565793 0.288 -0.405 -2.662
O 16.837868 0.555161 0.561393 1.240 0.598 0.250
C 17.288929 1.312245 1.610997 0.299 -0.545 -0.302
O 18.455748 1.643098 1.749383 -3.042 -0.482 0.168
O 16.189741 1.540050 2.423851 1.330 -0.039 0.033
H 14.801879 -0.114139 2.445766 0.336 0.433 0.785
H 14.192077 1.507908 1.944885 0.144 -0.255 0.234
H 15.000068 1.084588 -0.218983 0.185 0.517 0.067
H 15.194606 -0.555893 0.223183 -0.125 0.057 0.647
C 18.816689 -2.037263 0.381679 0.518 1.970 -0.228
C 18.293318 -1.734177 -1.015141 0.989 0.891 0.045
O 18.328359 -3.020116 -1.595849 -0.084 -0.952 -0.793
C 19.116336 -3.838954 -0.875922 -1.236 -2.314 0.394
O 19.234527 -5.033612 -1.097019 0.326 1.815 -0.177
O 19.542143 -3.243758 0.240177 -0.373 -0.785 -0.230
H 17.925478 -2.039436 1.009247 0.479 -0.736 0.614
H 19.609599 -1.362912 0.705187 -0.758 0.492 0.344
H 18.950100 -1.078640 -1.586987 0.103 -0.003 -0.032
H 17.313992 -1.258556 -1.068007 0.100 -0.582 0.280
C 10.192858 -4.651882 -2.257333 0.968 -0.725 0.118
C 10.460315 -6.050024 -1.673174 1.016 -0.218 -0.179
O 9.181498 -6.472201 -1.187865 0.293 0.561 -0.748
C 8.472740 -5.333518 -0.980836 -0.868 -1.146 0.681
O 7.404365 -5.363885 -0.456578 0.065 0.637 -0.130
O 9.136653 -4.262642 -1.419969 -0.961 1.149 -0.164
H 9.951834 -4.646067 -3.320340 -0.699 -0.339 0.003
H 10.998321 -3.918763 -2.214324 0.171 -0.187 0.649
H 11.094649 -6.060706 -0.786833 0.363 0.484 -0.345
H 10.886849 -6.750879 -2.390789 -0.312 -0.068 0.034
C 11.209291 -9.704563 1.415447 0.379 -0.477 -0.331
C 10.689215 -8.346432 1.774102 0.201 0.720 -0.179
C 11.708762 -7.227817 1.431748 0.137 -1.115 -0.475
C 12.965343 -7.257207 2.204499 0.599 0.218 0.873
N 13.971865 -7.278305 2.786014 -1.389 0.045 -0.672
H 11.426552 -9.861227 0.358880 0.258 0.709 -0.262
H 10.439118 -10.467031 1.531990 0.277 -0.170 0.923
H 12.148382 -9.829684 1.954472 -0.142 -0.872 0.164
H 10.490076 -8.274339 2.843324 -0.484 -0.171 -0.054
H 9.796909 -8.204916 1.164298 -0.174 0.596 0.373
H 11.241000 -6.243424 1.416035 0.183 -0.032 0.161
H 12.064881 -7.498643 0.437800 0.049 0.547 -0.390
C 10.637644 1.946956 2.917502 0.425 -1.094 0.751
S 11.266160 0.181845 3.140493 -1.626 1.320 -0.315
O 12.316652 0.076366 2.112707 0.668 -0.533 -0.311
C 12.047875 0.343546 4.765792 0.542 1.077 -1.188
H 9.922373 2.077947 3.729484 -0.116 0.381 -0.169
H 10.189728 2.063952 1.930700 -0.133 -0.422 0.150
H 11.470953 2.647409 2.972876 0.099 -0.156 0.257
H 11.318969 0.649729 5.516153 0.095 -0.512 0.107
H 12.757551 1.154509 4.602117 0.178 0.095 0.340
H 12.659544 -0.548135 4.903216 -0.425 -0.071 0.428
C 15.650580 -8.599506 -0.078044 0.181 -0.246 0.345
S 15.381276 -7.121296 -1.136508 -2.244 0.567 0.815
O 13.849407 -6.768177 -1.042576 2.460 -0.484 -0.091
C 16.211365 -5.951368 0.022747 -0.475 -1.030 0.796
H 15.296582 -9.561947 -0.447477 -0.071 0.373 -0.994
H 15.163616 -8.574461 0.896802 0.083 0.881 0.072
H 16.728394 -8.691899 0.055670 0.035 0.074 0.019
H 16.293305 -4.895609 -0.235648 -0.007 -0.292 -0.731
H 17.171754 -6.376852 0.313826 0.179 0.241 -0.377
H 15.578235 -6.031488 0.906383 -0.105 0.071 0.111
C 8.592418 0.680486 -1.802585 0.115 -0.808 -0.647
S 9.717042 -0.802211 -1.750561 1.014 1.622 1.192
O 11.108520 -0.283069 -2.120197 -1.703 -0.766 0.469
C 9.701690 -1.005503 0.096618 0.534 -0.623 -0.515
H 8.665577 0.940989 -2.858471 0.004 0.350 0.073
H 8.844906 1.524975 -1.161345 0.426 -0.290 0.010
H 7.558607 0.382975 -1.626994 0.060 -0.234 0.152
H 10.395232 -1.805028 0.357129 0.166 -0.063 -0.382
H 8.754351 -1.406185 0.457315 -0.247 0.493 -0.162
H 10.095060 -0.123840 0.602600 -0.408 0.205 -0.280
C 13.100460 -3.804085 0.750209 -0.622 0.011 1.037
S 14.513908 -3.519991 1.875599 0.937 2.509 -0.524
O 15.341619 -2.350939 1.297350 -1.000 -1.963 0.549
C 13.666936 -2.752570 3.316493 -1.246 -1.176 0.149
H 13.414469 -4.145801 -0.236056 0.264 -0.064 0.316
H 12.381331 -2.987144 0.690547 0.469 0.503 -0.064
H 12.527380 -4.587524 1.246093 0.142 -0.376 -0.137
H 12.815109 -2.125764 3.052682 0.610 0.547 -0.481
H 14.329638 -2.338423 4.076369 0.476 0.348 -0.687
H 13.158845 -3.550309 3.858307 0.079 -0.667 -0.069
C 20.309775 -2.002690 5.659702 -0.062 -0.473 0.033
S 19.823491 -1.262577 4.028843 0.077 -1.260 -1.069
O 20.579106 -2.093614 2.995917 -0.565 1.072 1.035
C 18.049486 -1.915587 3.848327 1.528 -0.154 0.434
H 21.128708 -1.479782 6.153670 -0.265 0.786 -0.307
H 20.763971 -2.982152 5.509820 -0.534 -0.213 -0.542
H 19.472389 -2.109686 6.349230 -0.062 0.123 -0.118
H 17.554301 -1.750868 4.805285 -0.220 -0.281 -0.259
H 18.275197 -2.946704 3.576410 -0.237 -0.268 0.588
H 17.495783 -1.534393 2.990293 0.304 0.745 0.268

Entry 2:
122
Properties=species:S:1:pos:R:3:forces:R:3 method="wB97M-V/def2-TZVPD" largest_force_ev_per_a=0.9 total_charge=-1 e_homo_ev=-5.5233 relative_energy_kcal_mol=0.0
Rb -0.984176 -0.343521 -0.378209 0.341 -0.056 0.055
O 0.844851 -0.042880 -3.985311 -0.142 -0.044 -0.402
C 1.070383 -1.355050 -4.480835 0.050 0.074 -0.069
C -0.142557 -2.263121 -4.317095 0.084 0.144 0.051
N -0.563471 -2.367686 -2.930687 -0.115 -0.065 0.138
C -1.873419 -3.022291 -2.821730 -0.040 -0.067 0.021
C -2.517394 -2.689205 -1.466733 0.180 -0.138 0.032
O -2.289654 -3.452369 -0.502358 -0.104 -0.065 -0.002
O -3.151412 -1.602738 -1.399553 -0.452 -0.127 -0.195
C 0.453859 -2.988790 -2.084246 0.087 -0.089 -0.040
C 1.500058 -2.035317 -1.451821 -0.014 -0.264 0.009
O 2.478702 -2.562489 -0.914028 -0.134 0.041 -0.059
O 1.225388 -0.791947 -1.482595 0.867 -0.156 -0.290
H 0.896512 -0.131161 -3.003077 -0.010 -0.035 0.181
H 1.950634 -1.782465 -3.987918 -0.027 -0.068 -0.008
H 1.305285 -1.272958 -5.545891 -0.021 0.004 0.018
H 0.095194 -3.254673 -4.747205 0.028 0.022 0.019
H -0.972943 -1.844512 -4.890631 0.008 0.023 -0.016
H -1.809788 -4.114445 -2.939071 0.077 0.014 -0.028
H -2.514420 -2.615805 -3.604062 0.014 -0.018 -0.029
H 1.002098 -3.774789 -2.624377 -0.004 -0.003 0.017
H -0.050034 -3.487415 -1.253571 0.027 0.024 0.037
N -3.895712 -2.502421 1.806672 0.031 0.095 0.035
N -4.838010 -1.742551 1.102628 -0.056 0.282 0.003
C -4.474690 -0.512513 0.670361 0.138 -0.086 0.016
N -5.260112 0.063890 -0.258848 -0.049 -0.167 -0.017
N -3.446214 0.048390 1.310327 -0.272 0.172 -0.048
N -2.891585 1.134360 0.744117 -0.412 0.236 0.567
O -2.067837 1.716495 1.438090 0.114 0.270 0.346
O -3.058449 1.445456 -0.436299 -0.362 0.376 -0.286
H -3.292299 -2.971250 1.126738 0.161 -0.149 -0.074
H -4.397015 -3.155082 2.386592 -0.013 -0.112 0.081
H -5.403857 -2.243409 0.437238 -0.092 -0.095 -0.155
H -5.776514 -0.581811 -0.835402 -0.047 0.013 0.000
H -4.796639 0.783722 -0.798188 0.027 0.107 0.002
O -0.854599 4.401274 0.638964 0.163 -0.156 -0.026
H -1.186746 3.521576 0.876148 -0.101 0.127 -0.019
H -0.298460 4.219176 -0.133635 -0.085 0.021 0.053
C 3.423276 4.251316 -2.105642 -0.002 -0.013 -0.005
As 2.449917 2.708071 -2.731826 -0.252 -0.335 0.126
C 3.522226 1.171745 -2.260624 0.071 0.142 -0.084
C 2.470235 2.813857 -4.654119 0.018 0.049 0.034
S 0.502764 2.629941 -1.974517 -0.063 0.190 0.005
H 4.433056 4.262141 -2.515722 -0.001 -0.001 0.003
H 3.455772 4.191467 -1.019115 0.021 0.033 0.006
H 2.880820 5.146365 -2.402251 0.001 0.013 0.001
H 4.175735 0.912332 -3.093742 0.002 -0.002 0.011
H 2.839518 0.351603 -2.023175 0.105 0.038 0.050
H 4.123015 1.417277 -1.385904 -0.007 -0.023 0.035
H 3.497253 2.823412 -5.019691 -0.010 -0.025 -0.030
H 1.946211 3.717099 -4.961994 -0.022 -0.015 -0.007
H 1.933255 1.934775 -5.008393 0.072 0.021 -0.024
N -2.310439 0.206057 -3.452017 0.059 0.075 0.121
C -2.636511 1.310043 -4.139149 -0.064 -0.059 0.140
S -4.218882 1.873242 -4.170759 0.041 0.045 -0.081
N -1.578001 1.832059 -4.813545 0.115 0.073 0.030
C -1.450613 3.073145 -5.464057 0.025 -0.016 -0.071
C -0.575704 3.132302 -6.549411 -0.087 -0.024 0.073
C -0.340204 4.332077 -7.200827 0.013 -0.015 -0.003
C -0.987050 5.486393 -6.783484 0.025 0.031 -0.043
C -1.853684 5.425015 -5.701938 -0.067 0.034 0.082
C -2.084837 4.233619 -5.031848 0.056 -0.040 -0.055
H -2.984139 -0.239535 -2.841523 -0.031 -0.078 0.002
H -1.336869 -0.017625 -3.286588 0.012 -0.112 -0.174
H -0.700642 1.338162 -4.670863 -0.008 -0.019 0.004
H -0.086681 2.221396 -6.876020 -0.003 0.009 -0.007
H 0.343379 4.357097 -8.040767 -0.007 0.019 -0.004
H -0.817586 6.426713 -7.293655 0.011 -0.020 0.005
H -2.351705 6.323317 -5.356489 0.015 -0.014 -0.017
H -2.741183 4.195048 -4.177563 -0.031 -0.012 0.025
C -1.612787 -0.367917 6.772618 0.020 -0.031 0.059
C -0.836254 0.856465 6.265590 0.010 0.058 0.021
C -0.486833 0.745434 4.774647 -0.005 0.065 -0.073
C -0.202762 -0.705458 4.383157 0.121 -0.063 0.116
C -1.487172 -1.551058 4.562898 0.012 -0.086 -0.068
C -2.420013 -0.980702 5.636660 -0.103 -0.004 0.000
P 0.334777 -0.831985 2.621515 -0.028 0.061 -0.196
C 1.794384 0.287999 2.380220 0.068 0.005 -0.010
C 2.885291 0.317421 3.469262 -0.004 -0.093 0.047
C 3.722948 1.602185 3.408611 0.013 0.038 0.055
C 3.912414 2.026680 1.956798 0.073 -0.007 -0.028
C 2.565369 2.459062 1.360599 -0.021 0.102 -0.077
C 1.386969 1.717133 1.995851 -0.210 0.027 0.103
C 1.132999 -2.492918 2.450285 0.093 -0.050 -0.005
C 2.075351 -2.988106 3.576391 0.063 0.073 0.053
C 1.509739 -4.207429 4.297948 -0.019 0.017 0.084
C 1.310910 -5.382479 3.336559 0.008 -0.069 0.018
C 0.774561 -4.917222 1.969651 0.007 -0.048 -0.067
C 0.091489 -3.560690 2.083417 -0.137 0.005 -0.023
H -2.250345 -0.089425 7.615239 -0.016 -0.003 -0.018
H -0.916143 -1.123611 7.152361 0.002 0.011 -0.013
H 0.080469 0.980484 6.849988 -0.003 -0.016 -0.006
H -1.426178 1.763434 6.424857 -0.008 -0.014 0.000
H 0.369975 1.384621 4.558063 -0.010 -0.038 0.041
H -1.304813 1.120080 4.151450 -0.004 -0.011 0.015
H 0.578141 -1.089866 5.053695 -0.021 0.017 -0.039
H -1.205287 -2.573718 4.833331 -0.010 0.034 0.017
H -2.028192 -1.614546 3.614022 -0.009 0.019 0.006
H -3.085149 -1.767791 6.001159 0.021 0.005 0.019
H -3.067531 -0.216358 5.195781 0.026 0.012 -0.001
H 2.227140 -0.153071 1.469717 0.005 0.019 0.019
H 3.545142 -0.544344 3.334177 -0.020 0.025 -0.007
H 2.442793 0.209181 4.465444 0.010 0.048 -0.020
H 4.680024 1.447069 3.913408 0.008 -0.008 -0.033
H 3.217489 2.408691 3.950627 -0.004 -0.007 -0.010
H 4.319376 1.177642 1.395266 -0.024 0.001 0.015
H 4.647624 2.831433 1.869102 -0.023 0.004 0.025
H 2.542504 2.276357 0.285899 0.047 -0.038 -0.065
H 2.418635 3.535544 1.489954 0.007 -0.011 0.019
H 0.532292 1.723931 1.313230 0.128 -0.055 -0.002
H 1.036667 2.261207 2.876606 0.057 -0.010 -0.006
H 1.735848 -2.360977 1.542384 -0.006 0.024 0.016
H 2.281170 -2.194800 4.299292 -0.035 -0.064 -0.026
H 3.045723 -3.252265 3.141949 -0.016 -0.021 -0.006
H 0.554136 -3.934880 4.756410 0.001 -0.014 -0.024
H 2.163646 -4.501719 5.123870 0.019 0.010 -0.024
H 0.625433 -6.106821 3.786566 -0.006 0.022 0.001
H 2.262280 -5.906108 3.202824 -0.005 0.014 -0.006
H 0.088603 -5.658625 1.554177 -0.002 0.005 0.011
H 1.594729 -4.819581 1.251425 -0.003 0.012 0.015
H -0.715561 -3.609205 2.823710 0.046 0.004 0.014
H -0.398640 -3.297941 1.144097 0.032 -0.007 -0.002